1.
{"formula": "C18H35N2OsSi2Te", "method": "wB97M-V/def2-TZVPD", "symbols": ["Os", "C", "C", "C", "C", "C", "H", "H", "H", "H", "H", "C", "Si", "C", "C", "C", "Te", "C", "Si", "C", "C", "C", "H", "H", "H", "H", "H", "H", "H", "H", "H", "H", "H", "H", "H", "H", "H", "H", "H", "H", "H", "H", "H", "H", "C", "C", "C", "C", "N", "N", "C", "H", "H", "H", "H", "H", "H", "H", "H"], "xyz": [[-0.40, -0.57, 0.80], [1.38, 0.35, 2.16], [1.54, 1.00, 0.88], [0.34, 1.67, 0.58], [-0.57, 1.46, 1.69], [0.12, 0.71, 2.68], [2.14, -0.19, 2.69], [2.44, 1.00, 0.28], [0.17, 2.31, -0.27], [-1.47, 2.03, 1.86], [-0.25, 0.50, 3.68], [-5.53, -3.26, 1.81], [-4.47, -1.77, 1.84], [-2.84, -2.02, 2.73], [-5.31, -0.27, 2.48], [-4.07, -1.57, -0.06], [-2.61, -0.18, -0.64], [-3.66, 1.58, -0.28], [-4.38, 2.34, -1.95], [-5.16, 0.90, -2.82], [-5.60, 3.56, -1.37], [-2.90, 2.98, -2.83], [-5.75, -3.56, 2.84], [-5.07, -4.11, 1.30], [-6.48, -3.04, 1.32], [-2.90, -1.61, 3.74], [-2.00, -1.50, 2.23], [-2.56, -3.08, 2.84], [-5.73, -0.53, 3.46], [-6.16, 0.04, 1.85], [-4.64, 0.58, 2.63], [-4.97, -1.23, -0.57], [-3.78, -2.53, -0.50], [-2.97, 2.30, 0.17], [-4.46, 1.30, 0.41], [-6.04, 0.53, -2.28], [-4.46, 0.06, -2.97], [-5.49, 1.20, -3.82], [-6.41, 3.07, -0.81], [-6.05, 4.06, -2.24], [-5.15, 4.33, -0.74], [-2.09, 2.25, -2.85], [-2.53, 3.91, -2.38], [-3.14, 3.21, -3.87], [-1.24, -6.02, 0.06], [-0.53, -4.71, -0.02], [0.70, -4.38, -0.58], [0.90, -3.04, -0.35], [-0.18, -2.54, 0.33], [-1.04, -3.58, 0.49], [2.06, -2.18, -0.73], [-0.95, -6.64, -0.78], [-2.32, -5.91, 0.07], [-0.94, -6.55, 0.97], [1.38, -5.06, -1.08], [-1.85, -3.49, 1.08], [2.65, -2.67, -1.50], [2.72, -2.01, 0.12], [1.74, -1.22, -1.14]], "fmax_ev_per_a": 0.819, "charge": 3, "s2": 6.0327, "orbital_gap_ev": [7.540, 5.670], "multiplicity": 5, "energy_ha": -1752.9768, "e_above_lowest_ev": 0.0000}



2.
{"formula": "C18H35N4OS2", "method": "wB97M-V/def2-TZVPD", "symbols": ["C", "C", "C", "C", "N", "C", "C", "C", "C", "C", "C", "C", "S", "C", "S", "N", "C", "C", "C", "C", "N", "N", "H", "H", "H", "H", "H", "H", "H", "H", "H", "H", "H", "H", "H", "H", "H", "H", "H", "H", "H", "H", "H", "H", "H", "H", "H", "H", "H", "H", "H", "C", "C", "O", "H", "H", "H", "H", "H", "H"], "xyz": [[-0.67, 1.80, -2.64], [0.59, 1.49, -1.70], [1.81, 0.84, -2.49], [2.14, -0.63, -2.05], [1.11, -1.65, -2.53], [0.34, -2.01, -1.36], [0.81, -3.02, -0.37], [-0.06, -3.26, 0.80], [-1.34, -2.45, 0.82], [-2.31, -2.62, 2.05], [-2.37, -1.17, 2.75], [-1.57, -1.12, 4.13], [-0.43, 0.33, 4.14], [1.31, -0.31, 4.00], [1.90, -1.07, 5.36], [2.07, -0.19, 2.81], [3.53, -0.02, 3.06], [4.21, -1.46, 2.90], [1.52, 0.81, 1.86], [1.71, 2.32, 2.28], [-1.71, -1.58, -0.13], [-0.87, -1.43, -1.13], [-0.57, 2.75, -3.20], [-0.77, 0.90, -3.32], [-1.60, 1.79, -2.00], [0.94, 2.50, -1.33], [0.33, 0.90, -0.79], [1.70, 0.94, -3.61], [2.71, 1.46, -2.23], [2.12, -0.64, -0.92], [3.15, -0.99, -2.36], [0.42, -1.18, -3.13], [1.79, -3.55, -0.51], [0.21, -3.99, 1.59], [-1.95, -3.42, 2.74], [-3.33, -2.80, 1.63], [-3.43, -0.81, 2.88], [-1.88, -0.38, 2.09], [-1.06, -2.10, 4.36], [-2.35, -0.98, 4.93], [3.94, 0.61, 2.22], [3.77, 0.48, 4.03], [5.06, -1.43, 2.17], [4.56, -1.82, 3.91], [3.43, -2.15, 2.48], [2.10, 0.67, 0.89], [0.45, 0.63, 1.59], [2.38, 2.48, 3.17], [0.69, 2.78, 2.42], [2.18, 2.90, 1.43], [-1.16, -0.76, -1.86], [-3.81, 3.19, -4.22], [-4.34, 2.10, -5.14], [-3.38, 1.06, -5.28], [-2.87, 3.60, -4.61], [-4.53, 4.00, -4.11], [-3.59, 2.78, -3.23], [-4.54, 2.51, -6.13], [-5.27, 1.68, -4.75], [-3.22, 0.70, -4.40]], "fmax_ev_per_a": 4.332, "charge": 1, "orbital_gap_ev": 5.743, "energy_ha": -1797.1050}



3.
{"formula": "C18H36AlO5", "method": "wB97M-V/def2-TZVPD", "symbols": ["C", "C", "O", "Al", "C", "C", "C", "C", "C", "C", "C", "C", "H", "H", "H", "H", "H", "H", "H", "H", "H", "H", "H", "H", "H", "H", "H", "H", "C", "O", "C", "C", "O", "C", "H", "H", "H", "H", "H", "H", "H", "H", "H", "H", "C", "O", "C", "C", "O", "C", "H", "H", "H", "H", "H", "H", "H", "H", "H", "H"], "xyz": [[-2.45, 0.86, -3.62], [-3.47, 0.07, -2.78], [-2.95, -0.52, -1.62], [-2.24, 0.65, -0.40], [-2.22, -0.26, 1.42], [-0.94, 0.03, 2.30], [0.15, -0.88, 1.78], [0.97, -0.48, 0.76], [1.93, -1.32, 0.24], [2.06, -2.59, 0.77], [1.27, -2.97, 1.82], [0.31, -2.13, 2.34], [-1.91, 1.62, -3.06], [-1.79, 0.15, -4.13], [-3.01, 1.38, -4.42], [-4.35, 0.69, -2.58], [-3.82, -0.76, -3.43], [-0.79, 1.09, -0.95], [-3.11, 2.02, -0.31], [-2.18, -1.34, 1.24], [-3.12, -0.01, 1.98], [-0.65, 1.08, 2.25], [-1.17, -0.28, 3.33], [0.87, 0.51, 0.33], [2.52, -0.95, -0.59], [2.80, -3.26, 0.36], [1.41, -3.96, 2.23], [-0.30, -2.48, 3.17], [0.89, -4.58, -6.03], [0.72, -3.28, -5.48], [0.06, -3.29, -4.22], [1.04, -3.12, -3.08], [1.91, -4.25, -2.96], [3.19, -4.00, -3.50], [1.58, -4.50, -6.86], [1.30, -5.27, -5.29], [-0.07, -4.96, -6.39], [-0.52, -4.21, -4.09], [-0.63, -2.45, -4.21], [0.48, -3.06, -2.14], [1.61, -2.20, -3.19], [3.77, -3.34, -2.84], [3.14, -3.55, -4.50], [3.71, -4.96, -3.57], [-1.47, 3.73, 4.36], [-0.16, 3.32, 4.73], [0.79, 3.55, 3.71], [1.61, 4.79, 3.98], [0.83, 5.98, 3.93], [0.48, 6.47, 5.20], [-2.10, 3.73, 5.25], [-1.48, 4.73, 3.93], [-1.89, 3.02, 3.64], [0.30, 3.63, 2.73], [1.46, 2.69, 3.68], [2.39, 4.88, 3.21], [2.11, 4.71, 4.95], [1.35, 6.93, 5.68], [0.08, 5.68, 5.85], [-0.29, 7.23, 5.07]], "fmax_ev_per_a": 1.933, "charge": -1, "orbital_gap_ev": 7.525, "energy_ha": -1326.0542}



4.
{"formula": "C18H36BBrClFN5O5S2", "method": "wB97M-V/def2-TZVPD", "symbols": ["C", "C", "O", "C", "O", "C", "C", "C", "C", "B", "N", "O", "N", "C", "N", "C", "C", "N", "S", "C", "Cl", "C", "C", "N", "C", "F", "Br", "H", "H", "H", "H", "H", "H", "H", "H", "H", "H", "H", "H", "H", "H", "H", "H", "H", "H", "H", "H", "H", "H", "H", "H", "H", "H", "H", "H", "C", "C", "C", "S", "O", "O", "C", "H", "H", "H", "H", "H", "H", "H", "H"], "xyz": [[8.14, -2.73, 0.73], [6.76, -2.82, 0.08], [6.36, -1.53, -0.45], [5.30, -0.95, 0.14], [5.02, -1.06, 1.33], [4.48, -0.11, -0.79], [3.02, -0.60, -0.81], [2.22, 0.32, -1.73], [0.70, 0.12, -1.67], [0.04, 1.51, -2.25], [-1.26, 2.04, -1.91], [0.84, 2.17, -3.16], [0.18, -0.43, -0.39], [0.25, 0.43, 0.82], [-0.90, 1.27, 1.04], [-0.72, 2.05, 2.26], [-0.90, -1.19, -0.68], [-1.54, -2.06, 0.10], [-2.89, -2.94, -0.50], [-1.11, -2.31, 1.48], [-2.02, -1.28, 2.62], [-1.31, -3.76, 1.91], [-0.50, -4.06, 3.18], [-1.23, -1.03, -2.01], [0.11, -0.96, -2.59], [0.74, -2.17, -2.26], [0.22, -0.81, -4.47], [8.68, -1.93, 0.25], [8.65, -3.67, 0.61], [8.03, -2.47, 1.78], [6.79, -3.49, -0.76], [6.02, -3.20, 0.78], [4.85, -0.16, -1.81], [4.49, 0.93, -0.49], [3.02, -1.59, -1.25], [2.62, -0.58, 0.20], [2.56, 0.26, -2.76], [2.41, 1.34, -1.40], [-1.32, 3.03, -2.14], [-2.02, 1.60, -2.41], [0.27, 2.43, -3.89], [1.14, 1.03, 0.73], [0.42, -0.23, 1.68], [-1.74, 0.71, 1.11], [0.09, 1.66, 2.89], [-0.43, 3.07, 2.00], [-1.62, 2.04, 2.87], [-2.25, -3.74, -1.38], [-0.05, -2.10, 1.58], [-2.35, -3.89, 2.18], [-1.02, -4.45, 1.12], [-0.51, -5.13, 3.33], [-1.01, -3.63, 4.03], [0.52, -3.69, 3.11], [-1.70, -1.81, -2.46], [-5.59, 4.25, 0.77], [-4.39, 3.38, 1.21], [-4.34, 2.17, 0.27], [-5.06, 2.71, -1.29], [-6.27, 1.97, -1.53], [-4.02, 2.77, -2.29], [-5.48, 4.36, -0.75], [-5.57, 5.23, 1.24], [-6.52, 3.75, 1.04], [-3.47, 3.96, 1.11], [-4.48, 3.07, 2.24], [-3.32, 1.84, 0.07], [-4.94, 1.34, 0.63], [-6.40, 4.67, -1.24], [-4.66, 5.02, -1.04]], "fmax_ev_per_a": 2.027, "charge": 1, "orbital_gap_ev": 8.963, "energy_ha": -5312.5801}



5.
{"formula": "C18H36Cl18", "method": "wB97M-V/def2-TZVPD", "symbols": ["Cl", "C", "C", "Cl", "H", "H", "H", "H", "Cl", "C", "C", "Cl", "H", "H", "H", "H", "Cl", "C", "C", "Cl", "H", "H", "H", "H", "Cl", "C", "C", "Cl", "H", "H", "H", "H", "Cl", "C", "C", "Cl", "H", "H", "H", "H", "Cl", "C", "C", "Cl", "H", "H", "H", "H", "Cl", "C", "C", "Cl", "H", "H", "H", "H", "Cl", "C", "C", "Cl", "H", "H", "H", "H", "Cl", "C", "C", "Cl", "H", "H", "H", "H"], "xyz": [[4.10, -2.19, 4.74], [2.77, -1.01, 4.68], [3.13, 0.18, 3.75], [1.58, 1.00, 3.43], [2.51, -0.62, 5.66], [1.90, -1.57, 4.35], [3.40, -0.15, 2.74], [3.92, 0.85, 4.06], [-4.80, 3.66, 5.14], [-3.50, 2.39, 5.27], [-2.66, 2.43, 4.03], [-1.52, 3.72, 4.25], [-4.03, 1.44, 5.33], [-2.90, 2.54, 6.16], [-3.22, 2.73, 3.15], [-2.12, 1.49, 3.91], [1.92, 3.11, 0.70], [1.07, 4.41, 1.66], [2.10, 4.97, 2.57], [1.58, 6.25, 3.66], [0.14, 4.02, 2.08], [0.74, 5.11, 0.90], [2.75, 5.53, 1.90], [2.62, 4.26, 3.21], [3.93, -1.49, 0.27], [3.96, -3.34, 0.06], [2.99, -4.02, 1.05], [1.27, -3.68, 0.44], [4.94, -3.81, 0.16], [3.57, -3.52, -0.94], [3.11, -3.54, 2.02], [3.04, -5.11, 1.09], [4.60, 0.82, -3.99], [3.63, 0.03, -2.67], [2.92, -1.34, -3.01], [4.11, -2.63, -3.37], [2.82, 0.66, -2.31], [4.26, -0.14, -1.79], [2.27, -1.17, -3.87], [2.25, -1.71, -2.23], [-0.58, -1.48, -6.23], [-1.27, -1.88, -4.58], [-0.42, -2.97, -3.91], [-0.76, -4.47, -4.81], [-2.33, -2.08, -4.71], [-1.21, -0.97, -3.98], [-0.81, -3.13, -2.91], [0.65, -2.79, -3.81], [-0.29, -0.61, -1.33], [-1.00, -0.76, 0.31], [-0.71, 0.49, 1.14], [-1.70, 1.85, 0.68], [-0.50, -1.61, 0.78], [-2.08, -0.94, 0.27], [0.29, 0.81, 0.85], [-0.76, 0.45, 2.22], [-0.12, 4.23, -2.77], [-0.98, 2.70, -2.59], [-0.96, 1.88, -3.90], [0.66, 1.22, -4.24], [-2.02, 2.97, -2.41], [-0.47, 2.11, -1.83], [-0.97, 2.54, -4.76], [-1.67, 1.11, -4.19], [-7.70, -2.80, -1.07], [-6.02, -2.37, -0.77], [-5.30, -2.39, -2.09], [-3.50, -2.27, -1.93], [-5.67, -3.05, 0.01], [-5.95, -1.39, -0.29], [-5.55, -1.59, -2.80], [-5.45, -3.35, -2.59]], "fmax_ev_per_a": 2.077, "charge": -1, "s2": 0.7504, "orbital_gap_ev": [1.941, 10.523], "multiplicity": 2, "energy_ha": -8990.8845, "e_above_lowest_ev": 0.0000}



6.
{"formula": "C18H36Cl18", "method": "wB97M-V/def2-TZVPD", "symbols": ["Cl", "C", "C", "Cl", "H", "H", "H", "H", "Cl", "C", "C", "Cl", "H", "H", "H", "H", "Cl", "C", "C", "Cl", "H", "H", "H", "H", "Cl", "C", "C", "Cl", "H", "H", "H", "H", "Cl", "C", "C", "Cl", "H", "H", "H", "H", "Cl", "C", "C", "Cl", "H", "H", "H", "H", "Cl", "C", "C", "Cl", "H", "H", "H", "H", "Cl", "C", "C", "Cl", "H", "H", "H", "H", "Cl", "C", "C", "Cl", "H", "H", "H", "H"], "xyz": [[-2.22, -1.10, -2.45], [-1.55, -2.14, -1.15], [-2.53, -2.44, -0.05], [-3.97, -3.29, -0.64], [-0.74, -1.53, -0.75], [-1.08, -3.03, -1.56], [-2.86, -1.59, 0.56], [-2.06, -3.03, 0.73], [0.92, 5.04, 1.73], [-0.35, 4.07, 1.00], [-0.56, 4.28, -0.57], [-1.26, 5.89, -0.93], [-1.30, 4.32, 1.47], [-0.09, 3.02, 1.17], [-1.30, 3.54, -0.85], [0.31, 4.16, -1.21], [0.57, -0.99, -1.79], [-0.03, -0.90, -3.49], [0.89, -1.66, -4.54], [0.59, -3.44, -4.62], [-0.11, 0.12, -3.86], [-1.06, -1.22, -3.59], [1.93, -1.52, -4.26], [0.77, -1.30, -5.57], [-1.91, 0.18, 0.68], [-0.36, -0.28, 1.45], [0.83, 0.10, 0.53], [0.94, 1.86, 0.47], [-0.42, -1.36, 1.62], [-0.17, 0.18, 2.41], [0.82, -0.31, -0.49], [1.76, -0.09, 1.05], [-4.30, 1.47, -0.55], [-4.11, 1.30, 1.25], [-4.90, 0.11, 1.78], [-4.45, -1.41, 1.02], [-4.49, 2.24, 1.66], [-3.07, 1.30, 1.57], [-5.98, 0.29, 1.74], [-4.69, 0.01, 2.85], [-2.35, 4.14, -2.29], [-2.89, 2.51, -2.05], [-1.83, 1.70, -1.27], [-0.25, 1.57, -2.11], [-2.91, 2.14, -3.08], [-3.89, 2.60, -1.65], [-2.23, 0.71, -1.04], [-1.69, 2.14, -0.28], [3.05, 0.29, 0.87], [4.33, -0.88, 0.54], [5.08, -0.30, -0.67], [5.76, 1.30, -0.28], [3.95, -1.86, 0.26], [4.96, -0.97, 1.42], [4.49, -0.27, -1.58], [5.94, -0.93, -0.88], [3.91, 1.60, 3.07], [2.23, 1.19, 3.32], [2.21, -0.35, 3.41], [0.68, -0.79, 4.17], [1.60, 1.52, 2.50], [1.83, 1.62, 4.24], [2.91, -0.69, 4.17], [2.33, -0.90, 2.48], [-0.28, -4.02, 0.37], [1.50, -4.21, 0.37], [2.26, -2.88, 0.15], [1.85, -1.78, 1.48], [1.90, -5.03, -0.22], [1.72, -4.56, 1.38], [2.08, -2.45, -0.83], [3.34, -3.04, 0.18]], "fmax_ev_per_a": 12.416, "charge": 0, "orbital_gap_ev": 8.479, "energy_ha": -8989.8354, "e_above_lowest_ev": 30.5568}